(one)
C4H10OSi | the ωB97M-V functional and the def2-TZVPD basis

## Properties
LUMO energy: -0.038 Eh
HOMO energy: -9.50 eV
Kohn-Sham gap: 0.31083 Eh

Positions of all 16 atoms, in Å:
C 0.94708 1.72731 0.95330
C 0.18899 1.27279 -0.03896
C -0.18581 -0.11570 -2.25307
C 0.41967 0.09678 -0.85438
O -0.35860 -1.64173 0.13307
Si -0.63864 -1.48962 1.66433
H 0.57444 2.46570 1.53911
H 1.98596 1.32209 1.16938
H -0.90085 1.54890 -0.14147
H 0.43784 0.28321 -3.11819
H -0.26169 -1.10252 -2.43466
H -1.12572 0.29158 -2.24357
H 1.26561 -0.43245 -0.88772
H -1.50472 -0.39218 1.84882
H 0.40696 -1.09265 2.49501
H -1.25052 -2.74150 2.16901

Mulliken population analysis, charges in e, atoms 1 to 4: -0.62 -0.07 -1.35 0.35

---

(two)
C4H10OSi | the ωB97M-V functional and the def2-TZVPD basis

## Properties
LUMO energy (alpha / beta): -0.007 / 0.005 Eh
HOMO energy (alpha / beta): -7.94 / -6.99 eV
Kohn-Sham gap (alpha / beta): 0.28526 / 0.26162 Eh

Positions of all 16 atoms, in Å:
C -0.00181 -1.34357 -1.80471
C -0.95999 -0.69703 -2.74774
C 0.06876 -0.52900 2.07359
C 0.79968 0.84428 1.91770
O 0.21614 -2.52066 -1.74569
Si 0.41717 1.67387 0.27177
H -1.62352 -1.43622 -2.94758
H -0.33551 -0.45861 -3.64354
H -1.32100 0.19896 -2.16279
H 0.18242 -0.86549 3.13484
H -0.92776 -0.35048 1.80753
H 0.69362 -1.24574 1.45482
H 1.91487 0.83707 1.98206
H 0.36236 1.31320 2.75840
H 1.51975 2.69842 -0.26722
H -1.00517 1.88099 -0.08147

Mulliken population analysis, charges in e, atoms 1 to 4: 0.18 -0.59 -1.01 -0.56

---

Verdict on stability: (one) comes out on top.

---

(one)
C6H7NO | the ωB97M-V functional and the def2-TZVPD basis

## Properties
LUMO energy: 0.037 Eh
HOMO energy: -9.23 eV
Kohn-Sham gap: 0.37585 Eh

Positions of all 15 atoms, in Å:
C -0.66933 0.08558 -0.93043
C -0.13185 1.28018 -0.07400
C 1.59756 -0.10780 0.02609
C 0.46058 -0.96110 -0.64305
C 0.55889 -0.89972 0.76116
C -0.59981 0.20217 1.09441
H -2.31268 0.60150 -0.13878
H -1.00990 0.18885 -2.04355
H -0.38512 2.28787 -0.16712
H 2.54207 -0.64310 -0.30755
H 0.66425 -1.72023 -1.33543
H 0.74832 -1.72360 1.49327
H -1.00204 0.42095 2.12893
N -1.67329 -0.30651 0.08438
O 1.21235 1.29497 0.05167

Mulliken population analysis, charges in e, atoms 1 to 4: 0.20 -0.60 -0.16 -0.68

---

(two)
C6H7NO | the ωB97M-V functional and the def2-TZVPD basis

## Properties
LUMO energy: 0.039 Eh
HOMO energy: -9.47 eV
Kohn-Sham gap: 0.38670 Eh

Positions of all 15 atoms, in Å:
C -0.66293 0.51581 -0.88574
C 0.05701 1.07495 0.26716
C 1.60851 -0.38929 -0.12686
C 0.35725 -0.63501 -0.91486
C 0.43314 -1.05008 0.60048
C -0.62217 0.09459 1.07715
H -2.52494 0.43550 0.01613
H -0.88602 0.90571 -1.79794
H 0.06618 2.27826 0.31118
H 2.80330 -0.47777 -0.22786
H 0.35137 -1.45781 -1.46703
H 0.14779 -2.00401 0.95777
H -0.78994 -0.15082 2.17057
N -1.77841 -0.17289 -0.12470
O 1.43984 1.03286 0.14457

Mulliken population analysis, charges in e, atoms 1 to 4: -0.13 -0.34 -0.08 -0.98

---

(three)
C6H7NO | the ωB97M-V functional and the def2-TZVPD basis

## Properties
LUMO energy: 0.011 Eh
HOMO energy: -9.84 eV
Kohn-Sham gap: 0.37258 Eh

Positions of all 15 atoms, in Å:
C 0.08354 -0.03124 0.30304
C 1.34889 -0.95986 0.40043
C -0.99811 -0.65647 -0.58362
C -2.20083 -0.64864 -1.24158
C 0.37702 1.32803 -0.19975
C 0.43388 2.44926 -0.64836
H -0.35421 0.60416 2.20001
H -1.77712 0.26471 1.54062
H 2.03780 -0.77353 1.17559
H 0.61325 -1.85524 0.63129
H 1.13696 -0.84312 -1.74775
H -3.24846 -0.95722 -1.47603
H 1.19406 3.28560 -0.86077
N -0.69965 -0.13892 1.46500
O 2.05298 -1.06750 -0.95812

Mulliken population analysis, charges in e, atoms 1 to 4: 1.19 -0.37 -0.45 -0.51

---

(four)
C6H7NO | the ωB97M-V functional and the def2-TZVPD basis

## Properties
LUMO energy: 0.024 Eh
HOMO energy: -10.12 eV
SMILES: CC#C[C@](C)(O)C#N
Kohn-Sham gap: 0.39619 Eh

Positions of all 15 atoms, in Å:
C 0.40578 1.40949 2.58452
C 0.34931 0.58893 1.45932
C 0.23019 -0.11582 0.51676
C 0.18390 -0.66761 -0.84933
C -1.29404 -0.72150 -1.32863
O 0.67473 -2.02578 -0.81773
C 0.93521 0.26782 -1.70133
N 1.36495 1.08902 -2.34522
H -0.47556 1.93527 2.73562
H 0.80915 0.82598 3.42403
H 1.28845 2.16973 2.41434
H -1.67453 0.23967 -1.71414
H -1.33631 -1.37083 -2.31555
H -1.81917 -1.14316 -0.43335
H 0.35796 -2.48123 -1.62930

Mulliken population analysis, charges in e, atoms 1 to 4: -1.59 0.43 -0.31 1.39

---

Verdict on stability: (four) comes out on top.

---

(one)
CH4Br2Si | the ωB97M-V functional and the def2-TZVPD basis

## Properties
LUMO energy: -0.072 Eh
HOMO energy: -9.34 eV
Kohn-Sham gap: 0.27108 Eh

Positions of all 8 atoms, in Å:
C -1.05706 -0.33108 -0.46637
Si 0.38269 0.41535 0.65221
Br 0.95302 2.46570 -0.01530
Br 2.78268 -1.61918 -0.13346
H -0.81542 -0.17222 -1.49804
H -0.78664 -1.39743 -0.39222
H -2.05473 -0.17028 -0.29060
H 0.59546 0.80913 2.14378

Mulliken population analysis, charges in e, atoms 1 to 4: -0.94 0.54 -0.15 -0.45

---

(two)
CH4Br2Si | the ωB97M-V functional and the def2-TZVPD basis

## Properties
LUMO energy: 0.002 Eh
HOMO energy: -9.61 eV
Kohn-Sham gap: 0.35456 Eh

Positions of all 8 atoms, in Å:
C 0.68628 -0.24673 0.45785
Si -0.75571 0.45953 -0.52189
Br 2.47086 0.32479 0.32942
Br 0.14441 -0.67521 2.29703
H 0.65365 -1.57343 -0.44457
H -0.91690 1.67621 0.14766
H -2.08632 -0.42277 -0.31311
H -0.19627 0.45760 -1.95238

Mulliken population analysis, charges in e, atoms 1 to 4: -0.25 0.34 -0.02 -0.09

---

Verdict on stability: (one) comes out on top.

---

(one)
C3H4ClNS | the ωB97M-V functional and the def2-TZVPD basis

## Properties
LUMO energy: 0.002 Eh
HOMO energy: -8.17 eV
Kohn-Sham gap: 0.30204 Eh

Positions of all 10 atoms, in Å:
C 0.32745 -1.67905 0.60447
C -0.78355 0.88178 -1.69016
C 0.51351 0.55775 1.36354
N 0.36254 -0.70377 1.27565
S -0.86314 -0.74676 -1.68128
Cl 0.87094 -3.32577 0.71595
H -1.58102 1.49587 -1.28838
H -0.04136 1.47646 -2.39040
H -0.25114 1.12437 1.90197
H 1.44578 0.91912 1.18864

Mulliken population analysis, charges in e, atoms 1 to 4: 0.20 -0.46 -0.45 -0.12

---

(two)
C3H4ClNS | the ωB97M-V functional and the def2-TZVPD basis

## Properties
LUMO energy: 0.019 Eh
HOMO energy: -8.62 eV
Kohn-Sham gap: 0.33588 Eh

Positions of all 10 atoms, in Å:
C 1.22201 1.24123 0.35942
C 0.18398 0.59333 -0.25869
C -0.99644 -0.16331 0.30626
N 0.49447 0.86033 -1.57198
S 1.94966 1.63977 -1.21453
Cl -2.53655 0.63410 0.73291
H 1.46114 1.33337 1.36358
H -0.55777 -0.52463 1.17616
H -1.17021 -0.87616 -0.46242
H 0.54827 0.15334 -2.41535

Mulliken population analysis, charges in e, atoms 1 to 4: -0.24 -0.02 -0.48 -0.33

---

(three)
C3H4ClNS | the ωB97M-V functional and the def2-TZVPD basis

## Properties
LUMO energy: -0.028 Eh
HOMO energy: -8.61 eV
SMILES: [S-][N+]#CCl.C=C
Kohn-Sham gap: 0.28902 Eh

Positions of all 10 atoms, in Å:
S -2.50634 -1.63101 -0.49044
N -2.45853 -0.06694 -0.30273
C -2.10608 0.99889 0.13988
Cl -2.30060 2.57320 0.02927
C 1.70599 -0.68097 0.67798
C 1.48493 0.01225 -0.42243
H 0.99617 -1.43737 1.07145
H 2.52570 -0.36724 1.15210
H 0.70340 -0.22659 -1.01157
H 1.95537 0.82578 -0.84350

Mulliken population analysis, charges in e, atoms 1 to 4: -0.18 -0.09 0.35 -0.08

---

Verdict on stability: (two) comes out on top.

---

(one)
C6H8N4 | the ωB97M-V functional and the def2-TZVPD basis

## Properties
LUMO energy: 0.026 Eh
HOMO energy: -8.92 eV
SMILES: [H]/N=C(/N)Nc1ccncc1
Kohn-Sham gap: 0.35332 Eh

Positions of all 18 atoms, in Å:
H 2.00255 -1.86928 2.24909
N 1.12527 -2.07334 2.25946
C 0.30782 -1.37312 1.55222
N -0.91805 -1.87840 1.24386
N 0.56623 -0.08648 1.18905
C 0.21434 0.46997 -0.15684
C 0.40947 1.89688 -0.27023
C 0.04836 2.51013 -1.36136
N -0.51596 1.78279 -2.36944
C -0.66975 0.46543 -2.18647
C -0.39192 -0.19775 -1.15556
H -1.66849 -1.23290 1.19569
H -1.09088 -2.96482 1.58539
H 1.19815 0.37348 1.71219
H 0.83770 2.25791 0.39688
H 0.35524 3.27544 -1.63279
H -1.20855 -0.03858 -2.99689
H -0.60152 -1.31738 -1.25426

Mulliken population analysis, charges in e, atoms 1 to 4: 0.18 -0.83 0.63 -0.51

---

(two)
C6H8N4 | the ωB97M-V functional and the def2-TZVPD basis

## Properties
LUMO energy: 0.028 Eh
HOMO energy: -8.74 eV
SMILES: [H]/N=C(\N)Nc1ccccn1
Kohn-Sham gap: 0.34909 Eh

Positions of all 18 atoms, in Å:
H -3.09141 1.47243 0.77481
N -2.00046 1.02763 0.89885
C -2.01981 0.01231 0.12128
N -3.33536 -0.63700 -0.34496
N -1.08484 -0.81078 -0.02343
C 0.27929 -0.46449 -0.07704
C 0.74560 0.86509 -0.28184
C 2.10903 1.16087 -0.27461
C 2.99353 0.12993 -0.00873
C 2.49983 -1.02007 0.40127
N 1.26996 -1.43003 0.28217
H -4.07988 0.07637 -0.20657
H -3.02993 -1.10129 -1.43292
H -1.14406 -1.59311 0.44706
H -0.06467 1.82968 -0.24836
H 2.74349 2.12239 -0.47523
H 4.13138 0.21595 0.07242
H 3.07831 -1.85588 0.37583

Mulliken population analysis, charges in e, atoms 1 to 4: 0.19 -0.62 0.41 -0.60

---

(three)
C6H8N4 | the ωB97M-V functional and the def2-TZVPD basis

## Properties
LUMO energy: 0.023 Eh
HOMO energy: -9.85 eV
SMILES: N#C[C@H]1CC[C@](N)(C#N)N1
Kohn-Sham gap: 0.38503 Eh

Positions of all 18 atoms, in Å:
N 2.72862 1.28774 -0.21968
C 1.99680 0.49078 -0.61333
C 0.93807 -0.41236 -1.03796
C 0.54657 -1.40629 0.08377
C -0.40006 -0.55583 0.97504
C -0.99832 0.59987 0.00001
N -0.90462 1.78991 0.76821
C -2.41217 0.32724 -0.41847
N -3.50050 0.16152 -0.76071
N -0.22214 0.41452 -1.21620
H 1.00068 -1.02183 -1.91099
H 1.35004 -1.58577 0.64525
H -0.00138 -2.08711 -0.42905
H -1.19969 -1.00383 1.58695
H 0.23591 -0.10500 1.70588
H -0.00867 1.75648 1.32765
H -0.97754 2.55463 0.17983
H -0.26105 1.20517 -1.81878

Mulliken population analysis, charges in e, atoms 1 to 4: -0.50 0.22 0.12 -0.95

---

Verdict on stability: (three) comes out on top.